# C26H29N5O4

A single C26H29N5O4 molecule at a distorted geometry (ωB97M-V with the def2-TZVPD basis set, OMol25).

```
64
Properties=species:S:1:pos:R:3:forces:R:3
C -9.575825 -2.208315 -0.367203 0.372 0.281 -0.082
C -8.904479 -0.976912 -0.945456 -0.512 0.109 -0.188
O -7.516345 -1.027708 -0.622445 0.189 -0.221 0.173
C -6.763717 -0.023717 -1.094330 -0.199 0.267 -0.202
O -7.215711 0.881715 -1.756544 0.043 -0.118 0.085
C -5.340762 -0.151557 -0.717105 0.250 -0.054 0.093
C -4.865391 -1.212960 0.049635 -0.149 0.281 -0.220
C -3.529410 -1.298216 0.382329 0.213 -0.145 0.141
C -2.638826 -0.315008 -0.049049 -0.529 -0.110 -0.043
N -1.277797 -0.339605 0.226480 0.361 0.163 -0.112
C -0.586477 -1.158576 1.087617 -0.026 0.094 -0.024
O -1.127996 -2.007781 1.771398 -0.137 -0.142 0.065
C 0.869857 -0.916478 1.099584 0.541 -0.136 -0.045
C 1.631492 -1.362905 2.131655 -0.382 0.130 -0.158
C 1.104525 -2.061354 3.340024 -0.089 -0.063 0.103
N 2.995559 -1.180389 2.136779 0.047 -0.102 0.298
C 3.627349 -0.749819 1.009476 0.233 0.225 -0.783
N 4.914077 -0.694754 0.747011 0.039 -0.201 0.624
C 4.943551 -0.215801 -0.525980 -0.487 0.095 0.149
C 6.208364 0.003735 -1.270198 0.006 -0.242 -0.091
C 6.934832 -1.322182 -1.505115 0.335 0.217 -0.095
C 8.257439 -1.115656 -2.242986 -0.388 0.182 0.065
O 8.968523 -2.316205 -2.429884 0.149 -0.433 -0.084
N 3.753021 0.012232 -1.032538 0.032 0.384 -0.861
N 2.907025 -0.336105 -0.044527 0.496 -0.648 0.828
C 1.475441 -0.171424 -0.081404 -0.190 0.229 -0.139
C 1.165962 1.318395 -0.064012 0.037 0.176 -0.233
C 0.815642 1.978504 -1.235486 0.038 -0.164 0.138
C 0.565104 3.339300 -1.209643 -0.041 0.109 -0.043
C 0.667833 4.043239 -0.023688 0.005 -0.045 -0.048
C 1.029549 3.400351 1.154822 0.008 -0.086 0.007
C 1.171744 4.168760 2.431891 0.066 0.037 -0.001
C 1.277685 2.035484 1.119512 -0.065 0.047 -0.153
C -3.115333 0.750276 -0.820080 0.069 -0.075 0.073
C -4.448920 0.830465 -1.148269 -0.194 -0.146 0.042
H -10.636411 -2.189888 -0.600488 -0.108 -0.013 -0.014
H -9.448808 -2.231479 0.711820 -0.043 -0.043 0.113
H -9.134164 -3.107576 -0.788227 -0.012 -0.121 -0.028
H -9.013422 -0.936107 -2.035476 0.006 0.040 0.182
H -9.331337 -0.056702 -0.529712 0.070 -0.124 -0.112
H -5.552749 -1.973898 0.383611 -0.028 -0.068 0.036
H -3.164725 -2.116710 0.979496 -0.014 0.000 0.000
H -0.766053 0.432952 -0.180307 -0.103 -0.113 0.119
H 0.146053 -1.650086 3.642304 0.048 -0.039 0.043
H 0.934237 -3.112398 3.111115 -0.017 -0.035 0.038
H 1.814296 -1.987670 4.161796 0.082 0.019 0.048
H 3.561895 -1.564201 2.876302 -0.077 0.019 -0.073
H 5.968385 0.483979 -2.219311 0.038 0.068 0.027
H 6.850455 0.666206 -0.686237 -0.004 0.071 -0.040
H 6.292371 -1.986232 -2.091216 -0.015 -0.041 0.013
H 7.127940 -1.799564 -0.543094 -0.003 -0.064 -0.035
H 8.920442 -0.474494 -1.657573 -0.079 0.051 -0.054
H 8.069173 -0.626688 -3.211066 0.035 0.046 0.130
H 8.403329 -2.939460 -2.900031 0.065 0.057 0.033
H 1.119575 -0.601285 -1.030101 0.042 0.098 0.184
H 0.745237 1.428278 -2.162622 0.005 -0.085 -0.107
H 0.289643 3.851597 -2.119270 -0.026 0.055 -0.081
H 0.469646 5.104927 -0.010240 -0.040 0.118 0.008
H 1.021890 3.523275 3.293939 -0.012 0.009 0.085
H 2.173530 4.594445 2.497405 0.036 0.054 0.076
H 0.456785 4.987161 2.472925 -0.032 0.057 0.066
H 1.558935 1.520212 2.027435 -0.002 -0.064 0.138
H -2.425674 1.513736 -1.154074 0.066 0.084 -0.031
H -4.828070 1.648640 -1.741368 -0.016 0.068 -0.045
```
Forces are in eV/Å.

Computed properties:
LUMO in eV: 0.34
Energy relative to the best compared isomer or geometry (same formula, charge and spin) in kJ/mol: 4.9
HOMO in hartree: -0.3095
Structure (SMILES): CCOC(=O)c1ccc(NC(=O)C2=C(C)Nc3nc(CCCO)nn3[C@@H]2c2cccc(C)c2)cc1

# C3H3N4O5

A gas-phase ion, C3H3N4O5 (charge +1) at a distorted geometry (ωB97M-V with the def2-TZVPD basis set, OMol25).

```
15
Properties=species:S:1:pos:R:3:forces:R:3
C -0.738071 -1.000912 0.594632 1.143 0.793 -3.545
C -0.377491 -0.782681 -0.756566 -1.400 -3.165 -0.398
C 0.064142 1.078314 0.894469 0.697 2.983 -3.991
N 0.457320 0.135069 -0.971809 0.986 3.279 3.553
N -0.370335 0.005885 1.347221 -0.730 -2.926 4.245
N -0.822561 -1.893209 -1.896591 0.260 2.564 2.680
N 0.851708 1.951288 1.675593 1.548 0.324 -0.842
O -1.670513 -1.508043 -2.600621 -1.061 0.223 -1.587
O -0.279777 -2.911886 -1.720286 0.809 -1.817 -0.204
O 1.756899 2.465535 1.034160 -0.363 -0.134 0.410
O 0.552378 2.110100 2.826421 -0.258 -0.042 0.355
O 0.709594 0.823252 -2.026717 -0.107 0.515 -0.872
H -1.134592 -1.875647 0.915393 -1.292 -2.263 1.313
H -0.306829 -0.131338 2.383495 -0.389 0.081 -0.575
H 1.308129 1.534271 -1.698794 0.157 -0.415 -0.542
```
Forces are in eV/Å.

Computed properties:
LUMO in eV: -7.11
HOMO in hartree: -0.5444
Net charge: +1

# H2N5O

A gas-phase ion, H2N5O (charge +1) at a distorted geometry (ωB97M-V with the def2-TZVPD basis set, OMol25).

```
8
Properties=species:S:1:pos:R:3:forces:R:3
O 2.261642 -0.050488 -0.027919 -5.412 0.055 0.270
N 0.615967 -0.023187 0.034211 5.688 -0.070 -0.362
N -0.207277 -1.042513 0.066417 0.936 2.165 -0.067
N -1.437696 -0.578795 0.009804 -1.243 -1.523 0.074
N -1.397160 0.669199 -0.056451 -0.967 1.605 -0.108
N -0.134409 1.047917 -0.045353 0.799 -2.206 0.168
H 0.069190 -2.029730 0.119660 0.157 0.204 -0.001
H 0.229740 2.007598 -0.100368 0.040 -0.230 0.027
```
Forces are in eV/Å.

Computed properties:
LUMO (spin up / spin down) in eV: -7.13 / -7.13
Energy relative to the best compared isomer or geometry (same formula, charge and spin) in kJ/mol: 402.7
HOMO (spin up / spin down) in hartree: -0.5971 / -0.5971
Structure (SMILES): O=[n+]1[nH]nn[nH]1
Net charge: +1

# C35H30F3N3O4S3SbSn

A molecular structure, C35H30F3N3O4S3SbSn (ωB97M-V with the def2-TZVPD basis set, OMol25).

```
80
Properties=species:S:1:pos:R:3:forces:R:3
Sn 1.505410 -0.771532 -0.224046 0.016 0.020 -0.034
O 1.298875 -4.175719 2.698944 -0.009 -0.006 0.022
C 1.006812 -3.234748 1.844118 -0.051 -0.016 -0.025
O 1.855129 -2.525373 1.312639 0.067 0.027 0.064
C -0.451038 -3.111618 1.551151 0.012 0.017 -0.009
C -1.397046 -3.875100 2.219958 0.033 -0.023 0.015
C -2.728351 -3.721142 1.865836 -0.046 0.005 -0.013
C -3.047531 -2.836506 0.849561 -0.025 -0.021 0.008
C -2.021738 -2.132170 0.228869 0.073 0.024 -0.012
N -0.743004 -2.245080 0.580524 -0.090 0.004 0.000
C -2.391918 -1.218616 -0.906887 0.111 -0.034 -0.063
O -3.525936 -0.849996 -1.093733 -0.040 0.023 0.012
O -1.394788 -0.879349 -1.724749 -0.027 -0.045 0.040
H 2.258474 -4.241681 2.843271 0.010 0.010 -0.007
H -1.097420 -4.570666 2.990622 0.016 0.003 -0.001
H -3.499331 -4.291354 2.365924 -0.006 0.003 -0.003
H -4.066449 -2.685969 0.520834 -0.005 -0.005 0.009
C -1.283465 0.783989 1.713284 0.029 0.014 -0.005
C 0.075170 0.802845 2.329367 -0.019 0.027 -0.003
N 1.168221 0.347950 1.752285 0.014 -0.055 0.018
C 2.295808 0.563734 2.532705 -0.013 -0.008 0.032
C 2.030870 1.154316 3.722456 0.007 0.031 -0.001
S 0.362448 1.481729 3.860976 -0.006 -0.013 -0.004
C 3.588581 0.189907 1.966250 0.010 -0.016 0.012
C 4.831049 0.310543 2.495047 -0.013 0.005 0.006
S 5.993508 -0.254129 1.379512 0.008 -0.016 0.000
C 4.778517 -0.632272 0.254780 -0.014 0.002 -0.001
N 3.570998 -0.343163 0.695029 0.008 0.036 -0.044
C 5.063528 -1.235278 -1.079418 -0.003 0.008 0.001
H -1.194415 0.649605 0.634320 -0.028 0.010 0.000
H -1.799133 1.725199 1.901846 -0.014 -0.006 0.005
H -1.897919 -0.014717 2.131018 0.015 -0.013 -0.021
H 2.721711 1.430145 4.502641 0.008 0.005 -0.001
H 5.119712 0.698027 3.458549 0.003 0.004 0.004
H 6.129452 -1.400454 -1.217359 0.002 -0.004 -0.001
H 4.719019 -0.575810 -1.877540 -0.001 -0.002 0.002
H 4.557388 -2.197207 -1.175977 0.009 -0.003 -0.004
F 3.097113 0.125176 -6.698463 0.000 -0.002 -0.005
C 1.973436 0.060096 -6.000018 0.010 0.026 0.001
C 1.607301 1.156084 -5.233198 -0.015 0.013 0.022
C 0.439321 1.087343 -4.494396 0.031 -0.051 -0.012
C -0.339442 -0.071154 -4.539918 -0.024 -0.005 0.013
C 0.038006 -1.153803 -5.337376 0.009 0.038 -0.020
C 1.208930 -1.092601 -6.071052 -0.018 -0.048 -0.010
Sb -2.109775 -0.138009 -3.471789 -0.075 0.051 0.066
C -2.839429 1.777951 -3.181091 0.056 -0.023 -0.096
C -2.660314 2.654046 -4.256764 -0.020 0.050 0.074
C -3.158521 3.943104 -4.180556 0.024 -0.034 -0.026
C -3.817636 4.327352 -3.024469 -0.001 0.008 -0.004
F -4.286622 5.561795 -2.939640 -0.002 -0.004 0.001
C -4.013468 3.468232 -1.953465 -0.005 -0.032 0.025
C -3.526170 2.176008 -2.034520 -0.037 0.027 -0.035
C -3.478435 -1.520042 -4.156396 0.048 0.028 0.023
C -3.134248 -2.855613 -4.370673 -0.040 0.001 0.003
C -4.085067 -3.725976 -4.869083 0.019 -0.012 -0.002
C -5.353788 -3.236250 -5.147045 -0.004 0.000 0.005
F -6.259739 -4.069307 -5.630246 0.007 -0.004 0.004
C -5.711407 -1.914487 -4.935091 -0.011 0.028 0.002
C -4.761999 -1.045828 -4.428121 -0.002 -0.072 -0.024
H 2.224439 2.044287 -5.247644 0.004 0.004 -0.002
H 0.136509 1.935562 -3.893370 0.003 0.017 -0.004
H -0.580007 -2.039112 -5.412948 -0.004 0.000 -0.003
H 1.526270 -1.908198 -6.706201 0.004 0.001 -0.001
H -2.144233 2.345023 -5.158326 0.005 0.007 -0.010
H -3.049993 4.644002 -4.996731 0.001 0.005 0.003
H -4.560918 3.815212 -1.087816 0.000 0.005 0.000
H -3.710268 1.482473 -1.227011 0.005 0.001 0.017
H -2.143367 -3.231255 -4.145176 0.002 0.004 0.000
H -3.864169 -4.768461 -5.051972 -0.004 -0.002 -0.002
H -6.716053 -1.587915 -5.165512 -0.001 -0.003 -0.002
H -5.030077 -0.011406 -4.248824 -0.003 0.002 -0.002
C 2.676198 2.750846 -1.857993 -0.012 -0.042 -0.046
S 1.148611 2.152737 -1.105197 -0.046 0.060 -0.018
C 0.837342 3.487712 0.067448 0.031 -0.027 0.018
H 2.470713 3.644139 -2.444564 0.013 0.012 0.011
H 3.050485 1.970605 -2.519006 0.009 0.001 -0.007
H 3.418176 2.973192 -1.093913 0.010 -0.022 0.008
H 1.680459 3.613118 0.744676 -0.008 -0.011 0.020
H -0.058973 3.239605 0.632135 -0.008 0.005 0.004
H 0.658975 4.412134 -0.478307 0.011 0.006 0.011
```
Forces are in eV/Å.

Computed properties:
LUMO in eV: -8.21
Energy relative to the best compared isomer or geometry (same formula, charge and spin) in kJ/mol: 0.0
HOMO in hartree: -0.5984
Net charge: +3

# C4H6N2

A gas-phase ion, C4H6N2 (charge +2) at a distorted geometry (ωB97M-V with the def2-TZVPD basis set, OMol25).

```
12
Properties=species:S:1:pos:R:3:forces:R:3
C -0.700270 2.543718 0.497160 -0.783 1.983 0.082
N -0.254922 1.391818 0.494290 0.504 -1.391 -0.082
C 0.183645 0.253862 0.501798 -0.082 -1.838 -1.390
C 0.944163 -0.926894 0.876854 1.367 -0.502 1.711
N 0.180276 -1.015886 -0.328123 -0.434 2.896 1.089
C -0.243215 -1.603434 -1.346899 -0.505 -1.171 -1.413
H -0.161430 3.374857 0.025548 0.138 -0.296 -0.029
H -1.655664 2.780225 0.979140 0.068 -0.252 0.036
H 2.041782 -0.902083 0.811599 -0.235 0.106 -0.290
H 0.632103 -1.538492 1.732713 -0.256 0.134 -0.177
H 0.070162 -2.633908 -1.556559 0.041 0.207 0.181
H -0.937051 -1.130080 -2.048785 0.176 0.124 0.284
```
Forces are in eV/Å.

Computed properties:
LUMO in eV: -10.84
Energy relative to the best compared isomer or geometry (same formula, charge and spin) in kJ/mol: 243.2
HOMO in hartree: -0.8182
Structure (SMILES): C=[N+]=C1C[N+]1=C
Net charge: +2

# C5H8N

2 unconnected molecules or ions with the total composition C5H8N at a distorted geometry (ωB97M-V with the def2-TZVPD basis set, OMol25).

```
14
Properties=species:S:1:pos:R:3:forces:R:3
C -1.295197 0.095159 1.126807 -1.905 1.291 0.309
C -1.071534 -0.934526 0.145781 -0.796 -0.451 -0.434
C -0.288973 -1.240724 1.267442 2.018 2.611 -0.349
C 0.045631 0.195943 1.451266 -0.474 -1.358 -0.464
C 0.205068 -0.128885 -2.442271 -2.065 -0.067 2.456
N 0.972581 1.088435 1.512001 1.638 -1.874 0.470
H -2.199729 0.638109 1.463212 0.513 -0.657 -0.137
H 0.112784 -2.089083 1.736594 -0.153 -1.194 0.909
H -0.505015 0.566778 -1.934962 0.046 -0.488 -0.757
H -0.264263 -1.087228 -2.620018 -0.274 0.113 -0.526
H 0.628539 0.358282 -3.243123 1.001 0.736 -1.881
H 0.894528 -0.320385 -1.662231 1.399 -0.196 0.574
H 1.936772 0.801584 1.668325 -0.252 0.020 -0.031
H 0.828805 2.056541 1.531176 -0.695 1.513 -0.139
```
Forces are in eV/Å.

Computed properties:
LUMO in eV: -4.57
Energy relative to the best compared isomer or geometry (same formula, charge and spin) in kJ/mol: 554.9
HOMO in hartree: -0.5423
Net charge: +1